(1)
Entry from the Open Molecules 2025 dataset: a molecular structure, C10H12BrIN5O6Zr at a distorted geometry (ωB97M-V/def2-TZVPD).

For the HOMO energy, the calculation gives -11.83 eV. For the frontier orbital gap, the calculation gives 0.275 Ha. The value obtained for the calculated total energy is -109721.4512 eV. Its total charge is +1.

Last column: Löwdin charge in e.
CARTESIAN COORDINATES (ANGSTROEM)
Zr -0.3644 -0.5641 0.9194  1.60
N 1.9854 -1.9131 0.3687  -0.02
N 3.1397 -1.3540 0.9460  0.04
C 2.9913 -0.1936 1.5948  -0.34
N 4.0032 0.4059 2.1982  0.25
N 1.7294 0.2507 1.5369  0.02
N 1.3004 1.3419 2.1895  -0.36
O 0.0357 1.3706 2.0410  -0.05
O 1.9404 2.1420 2.7921  0.18
H 1.8024 -2.8372 0.7453  0.07
H 2.0663 -1.9389 -0.6427  0.09
H 4.0392 -1.8033 0.8653  0.17
H 4.9183 -0.0136 2.1975  0.14
H 3.8647 1.2860 2.6693  0.12
C -1.7155 -2.7028 3.9918  0.05
C -1.1813 -1.7495 2.9965  -0.67
O 0.0740 -1.6529 2.7449  -0.16
O -1.9610 -1.0209 2.2946  -0.13
H -0.9684 -2.9413 4.7430  0.10
H -1.9730 -3.6134 3.4431  0.11
H -2.6242 -2.3039 4.4349  0.10
I -0.9460 -2.9459 -0.5041  0.28
Br 1.4673 1.5650 -3.3307  0.83
C -0.4182 1.6816 -3.4536  -0.58
C -0.9022 2.1907 -4.6486  -0.12
C -2.2672 2.3377 -4.8428  -0.04
C -3.1684 1.9848 -3.8474  -0.04
C -2.6869 1.4803 -2.6562  0.01
C -1.3126 1.3181 -2.4443  -0.16
C -0.9204 0.7507 -1.1579  -0.57
O 0.2791 0.3954 -0.8721  -0.24
O -1.7926 0.5420 -0.2361  -0.14
H -0.2084 2.4741 -5.4266  0.10
H -2.6249 2.7356 -5.7833  0.12
H -4.2320 2.0997 -3.9981  0.12
H -3.3691 1.1955 -1.8683  0.13



(2)
Entry from the Open Molecules 2025 dataset: 2 unconnected molecules or ions with the total composition C10H12ClN3S at a distorted geometry (ωB97M-V/def2-TZVPD).

For the HOMO energy (spin up / spin down), the calculation gives -7.10 / -6.96 eV. For the frontier orbital gap (spin up / spin down), the calculation gives 0.254 / 0.256 Ha. The value obtained for the calculated total energy is -38389.0138 eV.

Last column: Löwdin charge in e.
CARTESIAN COORDINATES (ANGSTROEM)
C -0.5944 -1.5771 1.9061  -0.08
C 3.4864 -1.9178 -0.4575  -0.07
C 3.9910 -0.6144 -0.3211  -0.08
C 2.1207 -2.1408 -0.6735  -0.03
C 3.0946 0.4877 -0.5118  -0.10
C 1.2853 -1.0276 -0.6262  -0.35
C -2.2384 2.6542 1.4303  -0.39
C -0.1029 -1.0797 -0.7478  -0.16
C -2.8714 1.4291 -0.8991  -0.52
C -2.1716 0.1578 -0.5567  -0.68
N -0.3760 -0.5846 2.4466  0.10
N 1.7745 0.2086 -0.6483  0.08
N -0.8811 0.0101 -0.7575  -0.01
S -2.0069 2.9121 -0.3274  0.81
Cl -3.0886 -1.3110 -1.1408  0.61
H 4.1023 -2.7487 -0.1892  0.09
H 4.9527 -0.3704 0.1288  0.09
H 1.6320 -3.1275 -0.6551  0.12
H 3.2328 1.6160 -0.3893  0.13
H -1.4915 1.9503 1.5661  -0.03
H -3.2427 2.1882 1.6318  0.07
H -2.0368 3.6007 1.9589  0.05
H -0.6911 -1.9694 -0.7614  0.06
H -0.7880 -2.5331 1.4898  0.07
H -2.8831 1.5155 -1.9822  0.08
H -3.7595 1.3897 -0.2519  0.07
H -0.4482 0.8819 -0.6614  0.09



- calculated total energy of number 2 (C10H12ClN3S)?
  -38389.0138 eV